Entry from the Open Molecules 2025 dataset: 15 unconnected molecules or ions with the total composition C51H144N18O15 in a non-equilibrium geometry (the ωB97M-V functional and the def2-TZVPD basis).

Structure (XYZ):
```
228
Properties=species:S:1:pos:R:3:forces:R:3:lowdin_charge:R:1
H 18.654 19.616 21.809 -0.4 -0.6 -0.3 0.0554
H 15.390 13.255 11.959 0.9 -0.5 0.2 0.0469
N 17.561 13.063 13.990 0.1 -1.3 -1.5 0.0630
C 18.724 13.773 9.284 0.0 -0.9 -0.4 -0.1307
H 16.145 10.831 14.707 0.1 -0.5 -0.4 0.1327
C 10.716 18.878 23.431 0.9 0.8 -0.1 -0.0730
H 19.930 15.713 16.429 -0.5 -0.1 -0.2 0.0855
H 23.564 25.219 15.247 0.3 0.7 -0.3 0.0932
H 22.110 21.923 22.317 0.6 0.0 -0.8 0.0995
C 20.918 14.297 13.143 0.0 0.0 -0.5 -0.0532
C 18.061 14.355 18.512 -2.3 0.2 0.6 -0.0783
H 22.640 20.796 21.013 0.2 -0.1 0.1 0.0705
C 20.419 22.819 17.058 2.4 0.7 0.3 -0.0430
H 13.586 14.816 22.351 0.2 0.6 -0.3 0.0613
C 20.119 19.753 20.470 -0.3 0.0 -0.9 -0.4322
H 19.975 21.663 15.407 0.1 -0.6 -0.4 0.1003
H 23.681 16.220 16.960 0.0 0.3 1.0 0.1246
H 14.254 15.043 9.631 -0.1 0.1 -0.3 0.0734
N 20.652 15.799 17.116 -1.4 -0.2 0.1 0.1912
C 22.349 18.996 12.420 1.0 1.8 -1.7 -0.6936
H 19.257 13.454 8.342 -0.2 0.5 1.1 0.0950
H 11.502 24.979 16.369 -0.2 0.5 0.6 0.0773
N 19.205 16.013 13.497 0.2 -0.4 -0.4 0.0541
N 16.431 18.672 9.128 0.5 0.9 1.6 0.0388
H 10.359 16.414 16.608 0.0 -0.8 -0.1 0.0086
H 11.326 17.509 18.165 -0.2 0.0 -0.1 0.1033
H 8.936 17.103 16.348 -0.4 0.6 0.2 0.0748
C 14.699 21.396 21.759 0.1 0.5 -0.9 -0.2082
H 18.320 22.348 12.144 -0.7 -0.1 0.2 0.0891
H 16.981 23.246 20.324 0.7 -0.3 -0.1 0.0788
N 13.758 15.255 23.250 0.4 -2.0 -0.3 0.0444
H 11.365 19.413 20.042 -0.2 0.2 0.0 0.0861
H 15.840 15.569 12.182 0.2 0.3 0.0 0.1163
H 20.984 19.235 20.883 0.2 0.1 0.1 0.1240
H 21.593 13.830 12.425 -0.2 -0.2 -0.2 0.0765
H 21.352 18.813 14.220 0.1 0.5 -0.9 0.1006
C 12.127 16.394 13.660 0.2 -1.1 -1.6 -0.0781
O 22.565 23.613 15.272 -0.7 -2.0 0.2 -0.1898
C 11.865 24.408 15.535 -1.0 -0.8 -1.0 -0.1455
C 18.781 18.104 9.573 -0.3 1.3 1.4 -0.0416
C 12.134 14.867 18.428 0.5 0.0 -1.0 -0.6155
H 15.239 11.315 22.501 -0.2 -0.3 0.1 0.0685
H 19.484 21.598 13.230 -0.2 -0.2 0.0 0.0558
H 15.855 14.404 9.898 0.2 0.3 -0.4 0.0507
H 14.671 22.993 13.996 0.1 -0.6 -0.4 0.0810
H 16.773 16.189 16.011 -0.2 -0.8 0.2 0.0975
H 15.174 19.371 23.577 0.2 -0.2 -0.2 0.0455
O 13.193 24.068 15.632 1.7 -1.2 0.9 -0.1738
H 14.330 16.564 15.013 -0.2 0.6 0.1 0.0517
H 14.814 12.824 14.573 -0.3 -0.6 -0.4 0.0675
C 20.005 21.183 20.933 0.1 1.1 -1.2 -0.2364
H 15.639 19.195 9.505 -0.1 -0.2 -0.3 0.0648
H 20.779 23.699 14.284 -0.1 -0.6 0.2 0.1320
H 17.168 12.029 19.467 0.7 -0.8 -0.2 0.1172
C 15.214 15.269 10.083 0.4 -0.1 1.1 -0.0542
C 10.633 18.337 16.303 0.4 -0.2 -0.7 -0.4507
O 22.019 16.396 15.373 -0.6 0.2 1.5 -0.0273
N 22.808 16.355 17.474 1.6 -0.2 0.3 0.1640
H 18.261 15.493 11.212 -0.4 -0.1 0.2 0.0988
H 17.774 10.885 15.526 0.5 -0.7 -0.2 0.1236
C 15.010 22.071 14.497 -0.8 1.2 0.4 -0.0437
C 17.538 18.804 10.142 -0.4 -0.8 0.5 -0.4065
H 11.688 17.283 13.240 -0.1 0.6 0.0 0.0872
H 23.682 17.747 11.853 0.2 0.0 0.8 0.1175
C 18.177 19.065 15.500 0.5 -0.3 -1.3 -0.0904
C 15.698 12.632 20.857 1.9 -0.8 -0.2 -0.4066
H 15.595 23.790 21.132 -1.2 -0.3 -0.4 0.0832
C 19.049 21.550 12.231 0.2 0.2 0.0 -0.1049
H 12.917 20.503 14.078 0.1 -0.4 0.0 0.0819
C 13.879 21.694 15.459 2.4 0.0 1.1 -0.5162
C 22.319 21.814 21.216 -2.0 -0.1 0.4 -0.0645
O 22.350 19.572 11.312 -0.3 -1.1 1.2 -0.0093
C 13.442 22.820 16.353 0.9 1.8 -1.1 -0.1591
H 17.929 14.487 8.958 0.3 -0.6 0.5 0.0721
C 15.485 13.359 15.214 0.0 1.3 0.4 -0.0380
H 14.624 18.482 17.977 -0.1 0.1 0.4 0.0606
O 12.024 19.436 18.048 -0.9 -0.3 0.3 -0.1726
H 18.635 16.804 13.174 0.5 -0.4 0.0 0.0650
C 16.867 12.761 15.202 0.2 1.0 0.5 -0.4560
C 16.318 22.980 21.129 0.0 -0.3 0.7 -0.1125
O 17.932 17.765 15.932 1.2 -1.2 0.7 -0.2156
H 8.934 19.677 16.262 0.0 -0.1 -0.2 0.0896
H 22.702 16.081 18.450 0.2 0.2 -0.6 0.1166
N 14.612 13.867 11.977 -1.9 0.7 1.1 0.0530
C 18.990 14.709 11.449 1.5 1.2 -0.7 -0.1779
H 14.092 14.979 19.039 0.4 0.1 0.1 0.0659
H 19.304 20.161 18.471 -0.3 -0.2 0.0 0.0749
H 10.371 18.986 22.411 -0.4 0.0 -0.2 0.0768
N 14.233 17.168 15.833 0.5 -0.3 0.6 0.0676
H 16.733 20.609 10.969 0.2 0.1 0.4 0.1169
N 14.610 12.469 19.906 -1.1 -1.1 -0.3 0.0399
N 13.390 15.434 18.487 -1.5 -0.7 0.6 0.1876
H 14.118 17.010 24.220 0.0 0.3 0.6 0.1429
H 16.367 18.640 18.033 0.2 -0.2 0.1 0.0735
C 20.184 19.702 18.918 -0.1 -0.1 1.7 -0.0459
H 17.402 19.666 15.954 0.0 1.0 -0.4 0.0798
H 11.933 16.792 22.188 -0.7 -0.1 -0.9 0.1232
N 18.907 19.091 20.965 0.6 0.0 0.4 0.0469
O 11.334 15.200 17.540 0.5 -0.4 1.2 -0.0219
C 9.827 19.438 15.677 0.0 0.3 0.0 -0.0551
C 15.447 17.927 16.157 1.5 -1.8 -0.2 -0.3658
H 10.102 18.188 23.977 -0.1 -0.9 0.2 0.0762
H 14.869 12.638 18.930 0.2 -0.1 0.4 0.0711
C 14.768 21.430 23.303 -0.6 0.0 -0.7 -0.4367
C 16.779 11.286 15.455 -0.5 1.5 0.7 -0.2144
C 14.964 15.224 11.625 -0.4 0.7 -1.3 -0.4360
H 15.525 14.388 14.818 0.0 -0.3 0.3 0.0691
H 10.401 20.324 15.553 0.3 1.0 0.2 0.0334
H 15.177 21.231 13.803 0.3 0.5 0.3 0.0775
H 19.816 21.858 11.524 0.4 -0.4 -0.3 0.0964
H 16.731 23.088 22.130 0.8 0.0 -0.1 0.0805
C 15.934 9.780 16.955 -0.3 0.5 1.7 -0.0852
H 16.677 19.142 8.271 0.3 0.1 -0.3 0.0618
H 15.564 9.557 17.990 0.5 0.8 -0.6 0.0862
H 19.191 19.380 15.799 -0.4 -0.2 0.4 0.0787
H 23.061 22.511 20.833 -0.2 0.1 0.2 0.0835
N 9.895 17.113 16.053 0.8 -0.5 0.0 0.0572
H 12.051 21.078 15.418 -0.2 -0.6 -0.5 0.0496
H 14.349 20.994 16.204 -0.4 -0.2 -0.3 0.1306
C 15.557 17.999 17.689 -0.8 2.0 -1.2 -0.0322
H 13.529 17.879 15.704 -0.4 -0.4 -0.4 0.0509
O 12.110 18.501 23.377 -1.1 0.7 0.2 -0.2106
H 12.026 16.363 14.716 0.3 0.2 0.9 0.0425
H 17.209 18.224 11.007 -0.2 -0.4 0.0 0.1117
H 15.334 18.879 15.633 0.5 0.4 0.5 0.1134
H 18.597 17.041 9.362 0.2 0.5 -0.1 0.0713
N 21.550 19.436 13.416 -2.2 0.1 0.7 0.1637
C 21.469 22.928 14.681 0.9 0.5 0.3 -0.2168
H 17.842 15.081 17.714 -0.3 -0.1 0.6 0.0735
C 21.815 16.199 16.597 0.8 0.2 -2.5 -0.6732
O 16.834 14.025 19.252 0.7 0.2 -0.8 -0.2155
H 14.359 20.415 21.464 -0.1 -0.5 0.0 0.0899
H 18.306 12.384 13.897 0.2 0.2 -0.3 0.0672
H 14.285 22.917 16.993 0.9 1.0 0.7 0.1086
H 15.191 22.378 23.643 -0.4 0.2 0.1 0.1283
C 20.909 22.099 15.770 -1.8 -1.7 1.8 -0.4025
H 20.307 18.669 18.632 -0.1 -0.3 -0.5 0.0678
H 11.530 15.546 13.302 0.0 0.0 -0.2 0.0989
H 14.196 13.888 12.932 0.6 -0.3 -1.1 0.0655
H 14.176 16.955 21.201 -0.1 -0.7 -0.1 0.0767
H 12.546 13.319 19.768 0.0 0.3 -0.1 0.0455
H 21.316 23.374 17.466 -0.9 -0.4 -0.2 0.0960
H 11.246 23.511 15.423 -0.1 0.0 0.2 0.0790
H 18.741 14.792 19.226 0.7 0.0 0.1 0.0812
H 15.553 17.033 18.132 0.4 -0.9 0.3 0.0531
H 12.639 22.656 17.028 -1.1 -0.8 0.3 0.1148
H 12.871 15.686 11.426 0.4 0.1 -0.3 0.1307
H 12.970 20.110 19.709 0.1 0.0 0.1 0.0781
H 18.384 13.467 18.014 0.8 -0.7 -0.1 0.0653
H 15.047 13.379 16.216 0.1 0.1 -0.1 0.0782
H 19.088 21.591 20.444 0.5 -0.2 0.4 0.1329
H 18.219 19.298 20.267 -0.9 0.0 -0.1 0.0492
N 12.798 21.231 14.755 -2.6 -0.4 -0.7 0.0771
O 21.050 22.058 20.533 1.1 0.0 0.4 -0.2054
C 16.734 17.162 15.568 -2.1 1.7 1.4 -0.1904
O 18.537 20.241 11.981 -0.1 0.4 -0.6 -0.1946
H 20.699 15.045 17.771 -0.1 -0.1 0.4 0.0958
H 22.854 24.838 13.664 -0.2 0.2 0.0 0.1006
H 15.652 16.214 9.690 -0.3 -0.7 0.3 0.0643
H 21.857 22.296 13.869 -0.3 0.1 -0.1 0.1242
H 20.670 16.074 11.905 -0.1 -0.1 -0.2 0.1259
H 15.653 20.330 24.947 0.1 0.3 -0.6 0.0962
H 19.548 18.276 10.343 0.2 -0.6 -0.3 0.0748
C 12.250 17.121 23.152 1.0 0.4 1.3 -0.2104
H 10.040 18.756 18.205 -0.2 0.2 1.0 0.1252
H 15.462 13.479 21.483 0.2 0.3 0.4 0.1119
H 21.004 20.291 18.578 0.8 0.1 -0.3 0.0340
H 19.603 23.538 17.042 -0.1 -0.1 -0.7 0.0760
N 23.312 18.100 12.741 0.6 -0.9 -1.3 0.1635
H 10.559 19.825 23.973 0.7 -0.1 -0.4 0.0936
H 10.942 13.424 19.111 0.7 0.3 0.3 0.1071
H 12.674 18.362 19.641 0.7 -1.2 0.4 0.0551
H 22.567 21.494 16.779 -0.4 -0.8 -0.6 0.0839
C 17.752 20.232 10.797 -0.5 -0.9 -1.8 -0.1914
H 21.866 25.510 15.029 -0.6 0.2 -0.2 0.0899
H 12.751 21.848 23.301 0.4 -0.3 0.4 0.0768
C 15.623 20.323 23.837 0.6 -0.2 0.8 -0.0530
H 18.309 12.815 9.749 0.1 1.2 -0.6 0.1042
H 14.468 18.337 22.058 -0.5 0.1 0.6 0.0556
H 21.589 14.756 13.868 -0.3 0.2 0.1 0.0395
C 14.494 17.256 22.197 0.9 1.4 -2.1 -0.0714
H 19.095 18.707 8.736 0.3 -0.3 -0.8 0.0743
N 11.810 13.905 19.377 -0.5 0.1 -0.6 0.1382
H 23.177 17.413 13.460 -0.3 -0.1 0.4 0.0652
H 11.730 16.619 23.945 -0.7 -0.6 0.3 0.1168
H 13.166 14.688 23.860 0.2 1.0 0.3 0.0822
H 20.355 13.490 13.662 0.1 0.6 -0.4 0.0701
H 20.189 22.058 17.790 -0.1 -0.1 0.1 0.0272
H 18.164 20.845 9.991 0.4 0.4 0.2 0.1231
H 13.063 20.274 23.660 0.5 0.5 0.0 0.0440
H 11.581 18.270 15.742 -0.2 -0.1 0.0 0.1026
H 16.048 10.462 21.179 0.2 0.0 -0.1 0.0725
H 13.990 22.113 21.306 -0.4 -0.1 0.9 0.1247
C 13.703 16.697 23.276 -1.7 -0.6 0.7 -0.4555
C 17.025 12.873 20.115 -2.3 1.9 -1.4 -0.1821
O 15.871 21.632 20.976 0.2 0.7 0.3 -0.1905
H 15.873 22.415 15.070 0.4 -0.6 -0.2 0.0771
C 16.018 11.389 21.749 -0.7 1.1 0.3 -0.0500
H 17.963 13.982 13.911 0.0 0.5 0.4 0.0343
H 11.724 24.931 14.595 0.0 0.5 0.0 0.0886
C 12.274 19.321 19.445 -0.1 1.2 -0.6 -0.0991
O 16.144 11.213 16.727 0.2 -2.9 0.4 -0.1985
H 19.821 16.320 14.248 -0.1 0.2 -0.3 0.0339
H 19.834 21.229 21.998 0.1 0.1 0.8 0.1126
O 19.635 14.377 10.190 -0.4 -0.3 0.7 -0.2055
C 20.031 15.354 12.424 -1.1 -0.8 1.1 -0.3564
H 9.587 19.152 14.655 -0.4 -0.2 0.1 0.0858
H 16.953 11.559 22.320 -0.4 -0.2 -0.5 0.0878
H 17.811 13.152 20.756 1.2 -0.4 1.1 0.1105
H 17.485 13.170 16.006 -0.4 0.0 0.6 0.1176
H 16.643 20.405 23.434 -0.2 -0.2 0.1 0.0804
N 21.832 20.963 16.264 -0.1 1.9 -1.3 0.0541
H 14.193 11.524 19.960 0.5 0.8 -0.1 0.0916
H 18.507 13.862 11.937 0.0 -0.1 -0.3 0.0924
H 16.541 17.082 14.523 0.4 -0.1 -1.3 0.0997
H 18.230 19.036 14.378 -0.6 0.7 0.6 0.0933
H 16.826 9.145 16.813 -0.1 0.6 -0.2 0.0906
C 13.770 16.149 11.876 -0.7 -1.2 0.3 -0.2006
C 10.998 18.480 17.777 -0.1 0.0 -0.9 -0.1920
H 15.126 9.418 16.350 -0.3 -0.1 -0.8 0.0737
C 22.674 24.846 14.749 1.9 1.9 -0.2 -0.1710
N 13.403 21.234 23.808 -0.5 0.5 -0.2 0.0474
H 13.932 17.120 11.419 0.1 0.4 0.1 0.1203
H 20.733 19.894 12.961 0.7 -0.6 1.0 0.0850
H 15.531 17.070 22.323 1.1 -0.6 -0.1 0.0832
O 13.491 16.221 13.257 0.1 0.3 1.0 -0.2408
H 22.271 20.573 15.401 -0.2 0.4 1.0 0.0506
H 13.617 16.096 17.761 0.3 0.0 -0.4 0.0507
```
Positions in Å, forces in eV/Å.

- energy relative to the best compared isomer or geometry (same formula, charge and spin) (kcal per mole) = 0.0
- highest occupied orbital energy (eV) = -8.685
- total energy (eV) = -112751.249
- orbital gap (eV) = 8.82